1.
A single C6H10O molecule, computed with the ωB97M-V functional and the def2-TZVPD basis.

```
17
Properties=species:S:1:pos:R:3:nbo_charge:R:1
C 2.354 -0.088 0.187 -0.645
C 0.843 -0.002 0.477 -0.191
C 0.254 1.161 -0.242 -0.518
C -1.228 1.214 -0.240 -0.128
C -1.869 0.049 -0.110 -0.319
C -1.122 -1.151 0.286 0.153
O -1.648 -2.332 -0.211 -0.688
H 2.598 0.018 -0.879 0.203
H 2.898 0.743 0.685 0.206
H 2.820 -1.006 0.549 0.216
H 0.652 -0.110 1.541 0.176
H 0.459 0.786 -1.251 0.244
H 0.752 2.139 -0.169 0.222
H -1.743 2.130 -0.515 0.208
H -2.900 -0.049 -0.457 0.206
H -0.892 -1.339 1.318 0.183
H -2.228 -2.165 -0.970 0.471
```

Computed properties:
ΔE to the lowest compared entry with this formula, charge and spin, kJ/mol: 331.6
LUMO (alpha / beta), eV: 0.65 / 0.65
HOMO-LUMO gap (alpha / beta), Ha: 0.302 / 0.303
HOMO (alpha / beta), eV: -7.58 / -7.58



2.
A single C6H10O molecule at a distorted geometry, computed with the ωB97M-V functional and the def2-TZVPD basis.

```
17
Properties=species:S:1:pos:R:3:nbo_charge:R:1
O -0.422 -0.015 1.901 -0.523
C 0.266 0.929 1.600 0.440
C 0.120 1.692 0.304 -0.519
C -0.785 0.979 -0.700 -0.449
C -0.280 -0.345 -1.257 -0.132
C 0.981 -1.011 -1.021 -0.465
C 0.224 -2.081 -0.048 -0.416
H 1.031 1.310 2.308 0.109
H -0.303 2.673 0.581 0.241
H 1.114 1.913 -0.116 0.223
H -1.024 1.697 -1.512 0.221
H -1.749 0.759 -0.231 0.233
H -0.833 -0.641 -2.154 0.204
H 1.394 -1.510 -1.896 0.216
H 1.724 -0.397 -0.498 0.209
H -0.539 -2.771 -0.413 0.192
H 0.067 -1.993 1.047 0.217
```

Computed properties:
ΔE to the lowest compared entry with this formula, charge and spin, kJ/mol: 329.4
LUMO (alpha / beta), eV: 0.93 / 0.93
HOMO-LUMO gap (alpha / beta), Ha: 0.306 / 0.306
HOMO (alpha / beta), eV: -7.40 / -7.40



3.
A single C6H10O molecule at a distorted geometry, computed with the ωB97M-V functional and the def2-TZVPD basis.

```
17
Properties=species:S:1:pos:R:3:nbo_charge:R:1
C 0.855 1.982 -1.124 -0.203
C 0.250 1.224 -0.411 -0.041
C 0.245 -0.136 0.092 0.163
C 1.591 -0.714 -0.376 -0.592
C 0.078 -0.095 1.595 -0.627
O -0.730 -0.903 -0.588 -0.525
C -2.050 -0.419 -0.511 -0.255
H 1.236 2.876 -1.510 0.226
H 1.591 -1.802 -0.287 0.214
H 2.456 -0.348 0.220 0.215
H 1.602 -0.494 -1.488 0.229
H 0.917 0.432 2.064 0.223
H 0.038 -1.115 1.966 0.218
H -0.837 0.437 1.865 0.215
H -2.133 0.614 -0.882 0.179
H -2.650 -1.074 -1.147 0.198
H -2.446 -0.460 0.513 0.165
```

Computed properties:
ΔE to the lowest compared entry with this formula, charge and spin, kJ/mol: 248.9
LUMO, eV: 0.95
HOMO-LUMO gap, Ha: 0.403
HOMO, eV: -10.02
Structure (SMILES): C#CC(C)(C)OC



4.
2 unconnected molecules or ions with the total composition C6H10O at a distorted geometry, computed with the ωB97M-V functional and the def2-TZVPD basis.

```
17
Properties=species:S:1:pos:R:3:nbo_charge:R:1
C 0.085 0.007 -2.293 -0.781
C -0.093 -1.051 -0.407 0.150
O 1.148 -1.098 0.135 -0.492
C 1.194 -0.404 1.380 -0.068
C -0.190 0.163 1.627 -0.254
C -0.672 1.185 0.652 -0.402
C -1.022 -0.269 0.442 -0.300
H 0.347 -0.552 -3.209 0.198
H 0.893 0.683 -2.051 0.191
H -0.868 0.515 -2.425 0.189
H -0.210 -1.421 -1.411 0.278
H 1.483 -1.133 2.141 0.188
H 1.983 0.349 1.302 0.186
H -0.596 0.137 2.633 0.231
H 0.053 1.629 -0.026 0.222
H -1.480 1.840 0.962 0.223
H -2.058 -0.578 0.547 0.238
```

Computed properties:
ΔE to the lowest compared entry with this formula, charge and spin, kJ/mol: 399.9
LUMO, eV: 1.05
HOMO-LUMO gap, Ha: 0.302
HOMO, eV: -7.16



5.
A single C6H10O molecule, computed with the ωB97M-V functional and the def2-TZVPD basis.

```
17
Properties=species:S:1:pos:R:3:nbo_charge:R:1
C 0.957 -1.640 0.830 -0.614
C -0.345 -1.180 0.213 -0.217
C -0.526 -0.302 -0.990 -0.218
C 0.557 0.780 -1.051 -0.439
C 0.034 1.349 0.294 0.105
O -0.667 2.564 0.162 -0.702
C -0.945 0.174 0.397 -0.265
H 0.757 -2.054 1.825 0.215
H 1.686 -0.833 0.958 0.208
H 1.425 -2.426 0.229 0.212
H -1.120 -1.945 0.258 0.219
H -1.171 -0.587 -1.815 0.217
H 0.421 1.521 -1.842 0.224
H 1.587 0.408 -1.079 0.205
H 0.755 1.521 1.098 0.174
H -1.476 2.346 -0.321 0.460
H -1.929 0.303 0.833 0.216
```

Computed properties:
ΔE to the lowest compared entry with this formula, charge and spin, kJ/mol: 135.6
LUMO, eV: 1.05
HOMO-LUMO gap, Ha: 0.390
HOMO, eV: -9.58
Structure (SMILES): C[C@@H]1[C@@H]2C[C@@H](O)[C@H]12



6.
A single C6H10O molecule, computed with the ωB97M-V functional and the def2-TZVPD basis.

```
17
Properties=species:S:1:pos:R:3:nbo_charge:R:1
C 1.401 -0.694 1.580 -0.619
C 0.862 -0.372 0.198 0.105
O -0.122 -1.344 -0.127 -0.530
C -0.846 -0.875 -1.252 -0.065
C -0.839 0.640 -1.144 -0.259
C -1.265 1.187 0.184 -0.425
C 0.198 0.968 -0.103 -0.249
H 1.693 -1.751 1.603 0.222
H 0.656 -0.528 2.363 0.212
H 2.292 -0.097 1.801 0.210
H 1.698 -0.435 -0.522 0.156
H -0.370 -1.198 -2.191 0.167
H -1.846 -1.316 -1.196 0.189
H -0.951 1.229 -2.048 0.222
H -1.796 0.540 0.879 0.220
H -1.617 2.216 0.174 0.221
H 0.851 1.831 -0.199 0.223
```

Computed properties:
ΔE to the lowest compared entry with this formula, charge and spin, kJ/mol: 60.5
LUMO, eV: 1.14
HOMO-LUMO gap, Ha: 0.397
HOMO, eV: -9.65
Structure (SMILES): C[C@H]1OC[C@H]2C[C@H]21



7.
2 unconnected molecules or ions with the total composition C6H10O at a distorted geometry, computed with the ωB97M-V functional and the def2-TZVPD basis.

```
17
Properties=species:S:1:pos:R:3:nbo_charge:R:1
C 1.443 -0.150 2.400 -0.222
C 2.448 -0.518 1.563 -0.121
C -0.226 0.305 0.668 -0.027
C 0.125 0.120 2.005 -0.086
C -1.963 1.020 -0.845 -0.120
C -1.576 0.321 0.241 -0.264
H 1.701 -0.023 3.442 0.250
H 3.340 -1.005 1.934 0.234
H 2.350 -0.550 0.490 0.197
H 0.470 0.473 -0.138 0.224
H -0.669 0.316 2.714 0.251
H -1.290 1.528 -1.525 0.209
H -2.999 1.060 -1.153 0.230
H -2.343 -0.094 0.877 0.243
H -0.373 -0.731 -4.989 0.479
H 0.067 -0.838 -3.507 0.456
O -0.506 -1.233 -4.179 -0.935
```

Computed properties:
ΔE to the lowest compared entry with this formula, charge and spin, kJ/mol: 168.8
LUMO (alpha / beta), eV: -5.71 / -7.53
Spin multiplicity: 2
HOMO-LUMO gap (alpha / beta), Ha: 0.304 / 0.247
Charge: +1
HOMO (alpha / beta), eV: -13.98 / -14.25



8.
A single C6H10O2 molecule at a distorted geometry, computed with the ωB97M-V functional and the def2-TZVPD basis.

```
18
Properties=species:S:1:pos:R:3:nbo_charge:R:1
C -0.729 -0.896 2.251 -0.652
C -0.189 0.251 1.390 0.404
O 1.022 -0.116 0.929 -0.537
C 1.036 -0.385 -0.500 0.047
C 1.106 0.900 -1.265 -0.472
C -0.254 0.228 -0.917 0.242
C -0.877 -0.369 -2.179 -0.629
O -0.886 0.618 0.212 -0.514
H -0.477 -1.789 1.637 0.216
H -1.741 -0.753 2.656 0.218
H -0.128 -0.797 3.108 0.216
H -0.288 1.162 1.986 0.148
H 1.500 -1.361 -0.723 0.211
H 1.311 1.679 -0.621 0.224
H 1.473 0.981 -2.292 0.222
H -1.798 -0.964 -1.947 0.220
H -0.238 -0.997 -2.829 0.224
H -1.251 0.444 -2.780 0.212
```

Computed properties:
ΔE to the lowest compared entry with this formula, charge and spin, kJ/mol: 252.1
LUMO, eV: 1.02
HOMO-LUMO gap, Ha: 0.366
HOMO, eV: -8.95
Structure (SMILES): C[C@H]1O[C@@H]2C[C@]2(C)O1



9.
A molecular structure, C6H10O2 at a distorted geometry, computed with the ωB97M-V functional and the def2-TZVPD basis.

```
18
Properties=species:S:1:pos:R:3:nbo_charge:R:1
C -0.343 -0.109 0.148 0.203
C 0.848 0.555 0.208 -0.177
C 0.534 -0.386 1.341 -0.462
C -0.144 2.085 0.776 -0.642
C -1.739 -0.217 -0.293 -0.699
C 0.698 -1.521 -1.267 0.619
O 2.050 -1.709 -1.427 -0.744
O -0.068 -2.178 -1.942 -0.675
H 2.184 -2.326 -2.174 0.480
H 1.648 0.888 -0.430 0.253
H 0.278 0.032 2.309 0.212
H 1.026 -1.347 1.377 0.239
H -1.971 0.527 -1.055 0.230
H -0.394 2.618 -0.135 0.208
H 0.657 2.540 1.353 0.217
H -0.999 1.928 1.428 0.210
H -1.827 -1.207 -0.759 0.295
H -2.440 -0.170 0.540 0.232
```

Computed properties:
ΔE to the lowest compared entry with this formula, charge and spin, kJ/mol: 539.9
LUMO (alpha / beta), eV: 0.49 / 0.49
HOMO-LUMO gap (alpha / beta), Ha: 0.296 / 0.296
HOMO (alpha / beta), eV: -7.57 / -7.57



10.
A single C6H10O2 molecule at a distorted geometry, computed with the ωB97M-V functional and the def2-TZVPD basis.

```
18
Properties=species:S:1:pos:R:3:nbo_charge:R:1
O -1.891 1.604 -0.102 -0.724
C -2.315 0.262 -0.380 -0.097
C -1.462 -0.519 0.694 -0.195
C -0.209 -0.862 0.572 -0.226
C 0.501 -0.979 -0.795 -0.457
C 1.779 -0.092 -0.410 0.051
C 2.017 0.789 0.717 -0.081
O 1.527 1.341 -0.396 -0.498
H -0.959 1.620 -0.070 0.481
H -2.085 0.091 -1.377 0.165
H -3.492 -0.078 -0.468 0.194
H -1.911 -0.484 1.801 0.208
H 0.298 -1.322 1.379 0.211
H 0.097 -0.755 -1.743 0.231
H 1.092 -1.885 -0.971 0.214
H 2.501 -0.373 -1.121 0.177
H 2.993 1.060 0.931 0.171
H 1.519 0.581 1.738 0.176
```

Computed properties:
ΔE to the lowest compared entry with this formula, charge and spin, kJ/mol: 457.9
LUMO, eV: 0.98
HOMO-LUMO gap, Ha: 0.380
HOMO, eV: -9.37
Structure (SMILES): OC/C=C\C[C@@H]1CO1



11.
A single C6H10O2 molecule at a distorted geometry, computed with the ωB97M-V functional and the def2-TZVPD basis.

```
18
Properties=species:S:1:pos:R:3:nbo_charge:R:1
C 2.475 0.819 -0.193 -0.738
C 1.051 1.056 -0.646 0.623
O 0.789 1.880 -1.476 -0.546
C -0.323 0.183 0.255 -0.288
C 0.166 -0.902 1.186 -0.627
C -1.116 -0.246 -0.872 -0.474
C -2.764 -0.577 -0.137 0.442
O -3.351 0.189 0.567 -0.518
H 3.140 1.591 -0.582 0.238
H 2.804 -0.145 -0.582 0.236
H 2.519 0.777 0.894 0.229
H -0.782 1.006 0.807 0.231
H 0.624 -1.722 0.634 0.206
H -0.670 -1.286 1.772 0.219
H 0.887 -0.507 1.902 0.215
H -0.801 -1.179 -1.334 0.204
H -1.344 0.518 -1.613 0.246
H -3.304 -1.454 -0.584 0.103
```

Computed properties:
ΔE to the lowest compared entry with this formula, charge and spin, kJ/mol: 206.0
LUMO, eV: 0.83
HOMO-LUMO gap, Ha: 0.346
HOMO, eV: -8.59
Structure (SMILES): CC(=O)[C@H](C)CC=O



12.
2 unconnected molecules or ions with the total composition C6H10O2 at a distorted geometry, computed with the ωB97M-V functional and the def2-TZVPD basis.

```
18
Properties=species:S:1:pos:R:3:nbo_charge:R:1
C -0.902 0.669 3.435 -0.151
C -0.023 0.358 2.657 -0.126
C -0.868 -1.189 -1.854 -0.622
C 0.377 1.085 -1.604 -0.658
C 1.074 0.306 1.756 0.198
C -0.134 -0.117 -0.813 0.081
O 1.546 -0.891 1.430 -0.642
O -0.906 0.079 0.162 -0.459
H -1.690 0.623 4.124 0.232
H -0.330 -1.442 -2.800 0.211
H -1.126 -2.106 -1.336 0.204
H -1.863 -0.776 -2.114 0.209
H -0.296 1.996 -1.529 0.216
H 0.478 1.026 -2.661 0.216
H 1.379 1.401 -1.134 0.193
H 1.703 1.130 1.430 0.212
H 0.801 -0.583 -0.479 0.173
H 0.781 -1.568 1.330 0.514
```

Computed properties:
ΔE to the lowest compared entry with this formula, charge and spin, kJ/mol: 634.8
LUMO (alpha / beta), eV: -1.27 / -0.33
HOMO-LUMO gap (alpha / beta), Ha: 0.235 / 0.338
HOMO (alpha / beta), eV: -7.67 / -9.53